No. 1
DFT (ωB97M-V/def2-TZVPD) results for a structure of composition C20H23N5O2SSe2Te2V.

```
56
Properties=species:S:1:pos:R:3:mulliken_charge:R:1
Te -1.88 -3.32 2.97 -0.252
Te 0.14 -3.20 4.88 -0.193
Se 1.76 -1.80 3.60 -0.400
Se -0.62 -2.38 1.05 -0.291
V 0.51 -0.40 1.90 0.659
S -1.06 0.35 3.66 -0.392
O 1.84 -0.67 0.57 -0.631
O -0.87 -0.48 -1.45 -0.575
N 1.31 1.28 3.01 0.036
N -2.92 -1.47 -1.55 0.331
N -0.07 2.84 -0.77 -0.026
N -1.08 -2.31 -2.76 0.295
N -0.19 1.25 0.72 1.342
C 0.36 -2.46 -2.83 -0.891
C -1.30 2.97 -0.17 -0.855
C 4.53 0.73 -1.38 -0.463
C 1.34 3.49 4.65 -0.073
C -3.71 -2.63 -1.93 -0.596
C 0.25 2.65 4.65 -0.807
C -3.32 -3.09 -3.31 -0.704
C 2.70 2.25 -1.42 -0.961
C -1.59 -1.37 -1.87 0.118
C -1.36 1.99 0.75 -1.153
C -3.41 -0.73 -0.40 -0.662
C 0.57 1.79 -0.21 -0.080
C 1.95 1.40 -0.61 0.656
C 3.99 1.94 -1.81 -0.839
C 2.36 2.11 3.02 -0.295
C -1.85 -3.42 -3.31 -0.574
C 3.81 -0.14 -0.59 -0.782
C 0.24 1.52 3.81 0.665
C 2.50 0.19 -0.17 0.664
C 2.43 3.22 3.82 -0.902
H -4.76 -2.34 -1.89 0.373
H -3.56 -1.39 0.45 0.232
H -0.61 2.84 5.27 0.386
H 0.73 -2.24 -3.84 0.290
H 4.21 -1.08 -0.25 0.490
H 0.83 -1.78 -2.13 0.108
H -3.52 -2.28 -4.02 0.295
H 1.35 4.36 5.30 0.357
H -2.00 3.74 -0.45 0.456
H 3.17 1.84 2.34 0.455
H -1.49 -3.61 -4.32 0.323
H 5.54 0.46 -1.68 0.382
H -3.57 -3.44 -1.20 0.285
H -3.90 -3.96 -3.60 0.350
H 4.56 2.63 -2.41 0.395
H -1.67 -4.33 -2.72 0.335
H -2.13 1.74 1.46 0.606
H -4.36 -0.24 -0.66 0.374
H 0.28 3.39 -1.53 0.170
H 3.30 3.86 3.80 0.403
H 0.64 -3.48 -2.57 0.336
H -2.68 0.01 -0.13 -0.099
H 2.28 3.20 -1.74 0.326
```

Summary:
multiplicity	3
total charge	-1
maximum force	1.3	eV/A
energy relative to the best compared isomer or geometry (same formula, charge and spin)	19.81	kcal per mole
total energy	-214468.032	eV

No. 2
DFT (ωB97M-V/def2-TZVPD) results for the molecule C20H23NO.

```
45
Properties=species:S:1:pos:R:3:mulliken_charge:R:1
O 1.22 -0.10 -1.16 -0.650
N 1.91 2.30 -0.24 -0.324
C -2.46 2.17 -1.88 -1.016
C -1.46 -1.20 0.60 0.751
C 1.28 1.35 0.73 0.115
C -0.89 0.80 -0.57 -0.575
C -3.45 1.24 -1.54 -0.554
C -1.26 -3.99 -1.99 -0.757
C 3.10 3.33 1.67 -0.628
C -1.19 -2.72 -1.39 0.086
C -1.57 -2.52 -0.05 0.139
C 0.01 -0.88 0.82 -1.739
C 3.34 1.89 2.20 -0.697
C -3.21 0.18 -0.69 -0.798
C -2.11 -3.62 0.64 -0.551
C -1.92 -0.07 -0.24 -0.364
C 2.46 0.76 1.53 -0.990
C 2.98 3.26 0.15 -0.825
C -1.15 1.93 -1.42 -0.678
C -1.78 -5.08 -1.27 -0.334
C 0.42 0.31 -0.04 2.476
C -2.15 -4.91 0.05 -0.644
H 3.06 0.14 0.90 0.512
H -0.94 -4.14 -3.03 0.359
H -4.40 1.36 -2.00 0.426
H 2.18 0.11 2.36 0.306
H 3.93 3.98 1.91 0.398
H 0.65 1.88 1.44 0.181
H 3.14 1.92 3.27 0.308
H -2.42 -3.53 1.67 0.329
H 2.22 3.77 2.15 0.294
H 4.40 1.64 2.06 0.305
H -4.06 -0.50 -0.46 0.391
H 0.69 -1.73 0.58 0.469
H -0.36 2.61 -1.72 0.372
H 1.64 0.71 -1.51 0.549
H -2.58 -5.75 0.58 0.365
H -2.71 2.97 -2.58 0.375
H 2.81 4.26 -0.29 0.365
H -0.78 -1.87 -1.94 0.372
H -2.02 -1.22 1.54 0.824
H -1.80 -6.05 -1.77 0.350
H 0.17 -0.62 1.88 0.351
H 1.15 2.78 -0.73 0.034
H 3.93 2.86 -0.24 0.323
```

Summary:
maximum force	2.6	eV/A
energy relative to the best compared isomer or geometry (same formula, charge and spin)	39.55	kcal per mole
total energy	-24650.744	eV

No. 3
DFT (ωB97M-V/def2-TZVPD) results for a structure of composition C20H24AlB2ClN2O9P.

```
60
Properties=species:S:1:pos:R:3:mulliken_charge:R:1
Cl 3.27 3.00 2.70 -0.367
P 4.96 2.55 1.48 0.109
Al 3.88 2.09 -0.64 -0.033
O -3.53 -7.09 -0.02 -0.569
O -4.80 -0.76 7.57 -0.545
O 0.46 4.97 -4.57 -0.559
O 1.88 0.11 -1.87 -0.589
O 5.35 1.02 2.05 -0.480
O 4.02 5.10 -1.50 -0.601
O 3.47 1.90 -7.65 -0.564
O -0.98 -3.01 2.17 -0.523
O -4.99 -1.90 2.40 -0.533
N 1.77 4.31 -1.75 -0.608
N 1.56 0.19 0.58 -0.196
C 2.64 2.33 -5.49 -0.429
C 1.88 3.10 -4.71 -0.133
C 1.15 4.27 -5.28 0.216
C -3.60 -4.83 0.64 -0.377
C 2.79 2.60 -6.93 0.305
C 0.20 -0.33 0.41 -0.811
C -1.53 -6.28 0.92 -0.338
C -5.91 -0.47 5.51 -0.423
C -3.86 -2.17 4.45 -0.002
C 2.06 3.77 -7.50 -0.383
C -2.94 -6.15 0.47 0.320
C 2.39 -0.75 1.33 -1.032
C -5.95 -0.75 4.22 -0.423
C -4.84 -1.01 6.39 0.314
C -4.93 -1.63 3.59 0.588
C -2.96 -3.80 1.18 -0.283
C -0.89 -5.25 1.47 -0.539
C -1.55 -3.94 1.65 0.493
C -3.81 -1.88 5.75 -0.510
C 1.30 4.55 -6.73 -0.458
B 2.28 0.63 -0.62 0.620
B 3.17 4.03 -1.32 0.582
H 2.67 -1.63 0.73 0.303
H 5.12 1.58 -1.59 -0.315
H 2.19 3.94 -8.56 0.392
H 0.96 0.28 -2.10 0.193
H -0.21 -0.11 -0.58 0.282
H 1.85 -1.10 2.21 0.338
H 3.18 1.47 -5.10 0.493
H 4.93 4.82 -1.30 0.258
H 1.23 4.82 -1.06 0.193
H 0.76 5.40 -7.11 0.403
H -3.04 -2.26 6.40 0.430
H -4.62 -4.76 0.29 0.428
H -0.47 0.13 1.14 0.252
H 5.91 1.13 2.82 0.301
H -3.42 -2.83 1.31 0.606
H 1.78 4.90 -2.58 0.166
H -6.64 0.17 6.00 0.391
H 0.14 -5.32 1.82 0.439
H -1.08 -7.25 0.78 0.405
H 0.14 -1.41 0.56 0.195
H 3.30 -0.25 1.66 0.243
H -3.11 -2.79 3.97 0.258
H -6.72 -0.37 3.56 0.414
H 1.75 2.93 -3.65 0.690
```

Summary:
total charge	-1
maximum force	1.0	eV/A
total energy	-72299.489	eV

No. 4
DFT (ωB97M-V/def2-TZVPD) results for a structure of composition C20H24AsBF6O3PdS6.

```
62
Properties=species:S:1:pos:R:3:mulliken_charge:R:1
Pd -1.37 -0.43 -2.25 0.247
As 1.18 0.95 -3.29 1.042
S -2.57 0.32 -4.37 -0.513
S -7.33 -2.68 -6.06 -0.418
S -4.98 -0.86 -5.68 -0.146
S 0.69 -1.09 -3.36 -0.657
S -5.45 -2.85 -3.73 -0.147
S -3.12 -2.17 -2.00 -0.558
F -4.02 1.18 0.84 -0.279
F -0.06 2.42 0.91 -0.187
F -0.35 3.71 -0.80 -0.296
F -3.00 2.58 2.15 -0.327
F -1.21 4.23 1.11 -0.326
F -2.03 0.73 1.56 -0.121
O -2.05 1.53 -1.12 -0.743
O -0.48 -2.50 -0.21 -0.490
O 0.33 -0.39 0.19 0.912
C -3.28 3.50 -0.60 -2.008
C -5.98 -2.16 -5.20 0.072
C 1.93 -2.00 3.09 0.350
C 0.29 -2.51 0.91 0.975
C -0.11 2.31 -3.73 -0.902
C -2.26 2.42 -0.17 1.223
C 0.78 -1.23 1.15 -0.223
C 4.16 -1.12 3.81 -1.671
C 0.61 -3.55 1.74 -1.862
C 3.11 -2.93 5.15 -2.238
C -2.82 1.72 1.10 0.310
C 1.59 -0.95 2.22 -0.569
C 2.82 -1.69 4.30 2.269
C 2.60 1.30 -4.60 -1.214
C 1.98 1.51 -1.63 -0.760
C -3.84 -0.87 -4.37 0.097
C 2.13 -0.65 5.19 -1.674
C -0.97 3.18 0.28 0.444
C -4.05 -1.83 -3.43 0.109
C 1.44 -3.28 2.84 -0.287
B -0.48 -1.16 -0.69 -0.135
H 2.76 -0.41 6.05 0.446
H 2.89 2.35 -4.58 0.373
H -0.54 2.08 -4.71 0.378
H -3.57 4.20 0.20 0.353
H 4.81 -0.89 4.66 0.452
H 2.60 2.38 -1.82 0.564
H 3.75 -2.65 5.99 0.440
H -0.89 2.30 -2.97 0.004
H 4.68 -1.85 3.18 0.363
H 1.93 0.06 2.38 0.579
H 1.18 -1.03 5.55 0.368
H 0.23 -4.55 1.56 0.441
H 4.02 -0.21 3.23 0.320
H -2.85 4.06 -1.43 0.412
H 1.69 -4.09 3.50 0.416
H 3.63 -3.70 4.57 0.425
H 2.20 -3.36 5.55 0.422
H -4.16 2.97 -0.97 0.422
H 3.45 0.67 -4.36 0.352
H 2.21 1.03 -5.58 0.348
H 0.43 3.26 -3.75 0.426
H 1.93 0.27 4.65 0.337
H 2.57 0.68 -1.24 0.268
H 1.19 1.74 -0.93 -0.206
```

Summary:
total charge	-2
maximum force	0.7	eV/A
energy relative to the best compared isomer or geometry (same formula, charge and spin)	15.47	kcal per mole
total energy	-173589.552	eV

No. 5
DFT (ωB97M-V/def2-TZVPD) results for a structure of composition C20H24AsF6N6O2S2Tl.

```
62
Properties=species:S:1:pos:R:3:mulliken_charge:R:1
Tl 0.41 0.15 0.42 0.512
As 3.44 1.32 -1.49 0.854
S 3.02 -0.10 2.24 -0.305
S 0.49 2.25 2.66 -0.371
F -5.83 1.14 -0.17 -0.311
F -5.08 -0.19 2.04 -0.330
F -3.18 -1.21 2.05 -0.193
F -4.61 0.96 -1.94 -0.271
F -3.24 0.94 2.05 -0.243
F -3.97 2.22 -0.31 -0.239
O -2.47 -0.12 -0.41 -0.907
O 2.51 -0.03 -1.70 -0.634
N -2.32 0.61 -3.12 -0.272
N 3.18 -0.87 5.83 -0.679
N 0.49 1.88 6.32 -0.629
N 0.72 2.57 -1.95 -0.459
N -1.25 2.70 -3.44 -0.712
N -2.95 2.07 -4.81 -0.541
C 2.77 -0.29 4.92 -0.070
C 1.28 1.32 3.90 0.474
C 3.23 2.59 -0.07 -0.825
C 1.94 -3.11 -0.02 -0.354
C -3.82 -0.14 1.54 0.526
C -0.60 -3.24 1.08 -0.180
C 0.31 -2.93 3.41 -1.391
C 0.84 -3.23 -0.85 -0.264
C 2.27 0.39 3.75 0.167
C -0.24 2.52 -2.61 0.430
C 0.50 -3.09 1.92 0.873
C 1.77 -3.05 1.36 -0.339
C -4.50 -1.44 -0.47 -1.899
C 3.69 2.31 -3.14 -1.069
C -4.54 1.05 -0.58 0.379
C -3.75 -0.18 -0.02 1.415
C -0.43 -3.31 -0.30 -0.352
C 0.85 1.62 5.25 -0.073
C -2.14 1.79 -3.72 0.585
C 5.26 0.75 -1.14 -1.128
H 2.94 -3.04 -0.44 0.259
H 2.74 2.70 -3.48 0.258
H 4.40 3.12 -2.98 0.350
H 0.24 -1.87 3.66 0.104
H 5.96 1.58 -1.20 0.362
H -3.90 1.76 -4.69 0.259
H 4.09 1.60 -3.87 0.335
H -3.07 0.06 -3.50 0.328
H -2.87 3.03 -5.10 0.267
H -4.44 -1.51 -1.56 0.348
H 0.97 -3.25 -1.93 0.278
H -2.34 0.57 -2.07 0.092
H -0.60 -3.42 3.75 0.434
H 3.97 3.38 -0.24 0.408
H 5.28 0.33 -0.13 0.263
H -1.59 -3.30 1.50 0.128
H 2.63 -2.95 2.00 0.242
H 5.54 -0.03 -1.85 0.345
H -5.55 -1.44 -0.17 0.377
H 2.23 3.00 -0.03 0.227
H 3.43 2.07 0.87 0.220
H -4.00 -2.31 -0.05 0.326
H -1.30 -3.40 -0.94 0.192
H 1.16 -3.33 3.97 0.422
```

Summary:
total charge	-2
maximum force	0.9	eV/A
energy relative to the best compared isomer or geometry (same formula, charge and spin)	46.72	kcal per mole
total energy	-137675.538	eV

No. 6
DFT (ωB97M-V/def2-TZVPD) results for a structure of composition C20H24Cl2IrO2.

```
49
Properties=species:S:1:pos:R:3:mulliken_charge:R:1
Ir -0.50 -1.15 -0.01 1.168
Cl -2.65 -0.58 0.06 -0.481
Cl -0.53 -1.28 -2.10 -0.561
O 1.30 -0.66 0.35 -0.701
O -0.59 0.60 2.73 -1.036
C -0.23 -5.29 -1.77 -0.778
C 0.12 -4.22 -0.97 -0.708
C -1.90 2.79 -0.13 -1.622
C -0.86 -2.85 2.41 -0.834
C -0.35 2.12 -2.12 0.656
C 0.66 2.52 -0.11 0.441
C -0.38 -4.15 0.35 0.958
C 3.09 1.86 -0.69 -1.871
C 0.87 2.89 1.31 -1.274
C -0.55 -2.94 1.06 0.034
C -0.89 -6.40 -1.20 -0.371
C -1.35 1.98 -3.22 -1.428
C 1.68 1.35 -3.50 -1.582
C -1.13 -4.06 3.08 -0.653
C -0.59 2.51 -0.78 0.356
C -1.20 -5.25 2.38 -0.781
C 1.65 2.06 -1.01 0.691
C -1.15 -6.44 0.17 -0.716
C -0.90 -5.32 0.99 0.642
C 1.02 1.83 -2.26 0.694
H 0.45 0.14 2.45 0.145
H 0.03 -5.27 -2.83 0.345
H 0.74 3.98 1.46 0.292
H -2.72 2.39 -0.74 0.353
H -0.89 -1.85 2.85 0.425
H -2.06 3.87 -0.01 0.294
H -1.92 2.30 0.84 0.355
H -1.51 -6.17 2.88 0.280
H 1.87 2.18 -4.19 0.286
H 3.19 1.47 0.33 0.392
H -1.30 -4.05 4.15 0.359
H 1.97 -1.31 -0.06 0.256
H 2.64 0.88 -3.27 0.371
H 3.55 1.17 -1.39 0.427
H -2.30 2.43 -2.93 0.426
H -1.53 0.93 -3.47 0.203
H 0.17 2.30 1.95 0.325
H 1.90 2.62 1.61 0.314
H -1.18 -7.23 -1.84 0.317
H 3.63 2.82 -0.74 0.266
H 0.73 -3.40 -1.34 0.388
H 1.05 0.62 -4.02 0.324
H -1.60 -7.32 0.63 0.291
H -0.99 2.48 -4.13 0.325
```

Summary:
multiplicity	6
total charge	-2
maximum force	6.1	eV/A
energy relative to the best compared isomer or geometry (same formula, charge and spin)	35.81	kcal per mole
total energy	-53102.090	eV

No. 7
DFT (ωB97M-V/def2-TZVPD) results for a structure of composition C20H24ClMnNO5P2.

```
54
Properties=species:S:1:pos:R:3:mulliken_charge:R:1
Mn 0.14 0.09 0.20 0.109
Cl -0.40 -0.37 4.44 1.648
P -1.84 0.76 0.84 1.148
P -0.11 -2.04 0.71 1.069
O 0.88 -1.08 4.34 -0.715
O -1.32 -0.94 3.42 -0.575
O 2.37 0.66 2.05 -0.267
O -0.98 -0.53 5.76 -0.662
O -0.19 1.05 4.12 -0.695
N 0.08 0.06 -1.89 -0.719
C -1.80 2.31 1.80 -1.279
C 2.72 -2.53 -1.78 -0.809
C -1.46 3.43 -1.93 -0.872
C 2.49 0.25 -2.16 0.328
C 0.00 1.51 -1.64 1.234
C 1.20 -2.73 1.76 -1.275
C -2.40 1.35 -0.86 -1.535
C 0.33 -2.72 -0.98 -1.484
C -1.52 -3.03 1.26 -1.281
C 1.08 2.25 -2.25 0.152
C 3.84 -1.77 -2.16 -0.882
C -3.34 0.00 1.52 -1.353
C 2.23 1.55 -2.60 -1.093
C -1.29 2.11 -1.54 0.977
C -0.37 4.20 -2.39 -0.834
C 1.35 0.54 1.49 0.154
C 3.72 -0.41 -2.37 -0.895
C 0.87 3.62 -2.54 -0.963
C 1.50 -1.93 -1.52 1.120
C 1.41 -0.50 -1.56 1.053
H -3.14 -0.28 2.56 0.383
H 0.09 0.02 -2.94 0.474
H -1.34 2.08 2.78 0.301
H -1.73 -2.77 2.30 0.363
H 1.12 -2.28 2.76 0.233
H -3.62 -0.89 0.94 0.371
H -1.21 3.06 1.27 0.418
H 4.57 0.19 -2.72 0.449
H -4.16 0.73 1.48 0.530
H -1.26 -4.10 1.19 0.517
H -2.40 -2.83 0.64 0.357
H -2.43 3.89 -1.82 0.424
H 2.19 -2.52 1.34 0.407
H -3.27 1.99 -0.68 0.558
H 3.03 2.08 -3.11 0.426
H 1.72 4.20 -2.90 0.456
H 4.80 -2.27 -2.30 0.424
H -0.57 -2.66 -1.61 0.398
H 1.06 -3.82 1.83 0.453
H -0.53 5.25 -2.62 0.426
H -2.72 0.45 -1.41 0.429
H 0.60 -3.78 -0.84 0.560
H -2.83 2.67 1.94 0.417
H 2.82 -3.61 -1.65 0.425
```

Summary:
multiplicity	5
total charge	+1
maximum force	8.0	eV/A
total energy	-95261.008	eV

No. 8
DFT (ωB97M-V/def2-TZVPD) results for the molecule C20H24ClN3O2.

```
50
Properties=species:S:1:pos:R:3:mulliken_charge:R:1
Cl -0.91 -4.87 5.94 -0.208
O 0.21 -1.33 -0.42 -0.411
O -0.46 -0.44 -3.82 -0.705
N 1.80 2.62 -0.95 0.586
N -0.12 -2.43 1.60 -0.618
N 1.07 0.35 -2.33 -0.026
C 3.65 4.36 -0.95 -1.097
C -1.91 -4.09 1.61 0.840
C -1.45 -2.88 -0.39 1.622
C -1.26 1.92 -0.08 0.028
C 0.06 -0.45 -2.71 0.078
C -0.39 -1.38 -1.65 1.246
C -1.27 -4.55 4.29 0.346
C -2.62 -5.05 2.37 -0.785
C 1.28 2.77 -2.30 -0.765
C 3.23 2.88 -0.84 -0.851
C -2.31 -5.28 3.68 -0.668
C 0.02 2.17 0.72 -0.475
C -0.42 -2.22 0.36 -0.153
C -0.56 -3.61 3.60 -0.471
C -2.23 1.04 0.69 -1.409
C -0.85 -3.36 2.24 0.148
C -1.40 -2.30 -1.69 -1.822
C 1.52 1.48 -3.10 -1.115
C 0.99 3.19 0.11 -1.145
C -2.20 -3.83 0.26 -0.907
H 0.43 4.07 -0.23 0.288
H -1.76 0.11 0.97 0.148
H 3.74 2.31 -1.61 0.293
H 2.58 1.36 -3.33 0.331
H 0.21 2.94 -2.23 0.417
H -2.85 -6.01 4.25 0.421
H -3.41 -5.60 1.89 0.403
H 4.72 4.44 -0.83 0.409
H -3.00 -4.37 -0.24 0.454
H 3.38 4.76 -1.92 0.270
H 0.96 1.49 -4.04 0.489
H -2.57 1.54 1.59 0.452
H -1.74 2.88 -0.31 0.428
H 0.54 1.22 0.87 0.093
H 3.55 2.49 0.13 0.479
H -3.11 0.81 0.08 0.366
H -2.01 -2.52 -2.54 0.541
H 1.73 3.61 -2.84 0.379
H 1.66 3.51 0.91 0.552
H -1.02 1.44 -1.03 -0.097
H 3.17 4.96 -0.18 0.297
H -0.27 2.54 1.71 0.490
H 0.24 -3.05 4.06 0.515
H 1.36 0.36 -1.36 0.319
```

Summary:
maximum force	1.6	eV/A
energy relative to the best compared isomer or geometry (same formula, charge and spin)	3.16	kcal per mole
total energy	-42218.132	eV

No. 9
DFT (ωB97M-V/def2-TZVPD) results for the molecule C20H24ClN3O4.

```
52
Properties=species:S:1:pos:R:3:mulliken_charge:R:1
Cl 4.33 -1.22 4.75 -0.221
O 1.66 -0.51 -1.35 -0.433
O -1.77 0.49 2.58 -0.727
O 1.75 1.32 0.86 -0.165
O -1.84 -2.01 -1.39 -0.649
N -1.30 -1.07 1.05 -0.121
N -3.40 0.15 -2.89 0.192
N -2.43 -0.71 0.33 -0.241
C 1.47 -1.52 -2.32 -0.882
C -3.77 -0.55 -1.68 -0.901
C 0.67 0.42 -1.18 0.724
C -0.32 2.13 0.18 -0.426
C 0.79 0.28 3.73 -0.437
C -2.59 -1.17 -0.93 0.470
C -1.43 2.17 -0.64 -1.032
C -2.69 1.40 -2.68 -1.601
C -0.98 -0.34 2.15 0.057
C 0.33 -0.63 2.78 0.587
C 2.79 -1.00 4.00 0.600
C 2.01 0.10 4.35 -0.818
C 2.34 -1.92 3.07 -0.981
C -0.41 0.54 -2.05 -0.043
C -1.48 1.38 -1.78 0.633
C 4.02 1.51 1.50 -1.287
C 1.12 -1.73 2.46 -0.148
C -2.91 -0.72 -3.94 -0.994
C 0.74 1.27 -0.06 0.283
C 3.05 0.86 0.53 -0.187
H -2.08 -1.36 -3.65 0.294
H 3.75 1.26 2.52 0.169
H 2.27 -2.23 -2.16 0.297
H 3.30 1.13 -0.50 0.394
H -2.91 0.09 0.75 0.391
H 5.03 1.16 1.30 0.419
H 2.96 -2.77 2.82 0.438
H 2.37 0.81 5.08 0.411
H -4.45 -1.36 -1.97 0.409
H -3.74 -1.37 -4.25 0.336
H -2.41 1.78 -3.67 0.441
H -0.64 -1.61 0.50 0.369
H 0.50 -2.01 -2.20 0.301
H -3.42 2.11 -2.26 0.318
H 3.99 2.59 1.39 0.318
H 0.78 -2.47 1.74 0.565
H -4.31 0.14 -1.03 0.333
H -2.25 2.82 -0.40 0.311
H -2.62 -0.11 -4.80 0.331
H -0.26 2.76 1.06 0.393
H 0.17 1.12 3.97 0.452
H 1.55 -1.11 -3.34 0.322
H 3.10 -0.23 0.63 0.237
H -0.43 -0.07 -2.94 0.501
```

Summary:
maximum force	0.7	eV/A
energy relative to the best compared isomer or geometry (same formula, charge and spin)	41.40	kcal per mole
total energy	-46311.654	eV

Number 2 is which compound? C20H23NO

What is the formula in the seventh record? C20H24ClMnNO5P2

What is the maximum force in the second record? 2.6 eV/A